ORCA calculation (ωB97M-V/def2-TZVPD) on a 2-piece molecular cluster, C3H11NO overall at a distorted geometry.

Properties
SMILES = NCO.CC
HOMO energy = -9.5 eV
DFT total energy = -6825.6005 eV
Kohn-Sham gap = 10.545 eV

```
! wB97M-V def2-TZVPD RIJCOSX def2/J DEFGRID3
* xyz 0 1
O -0.43756 2.65630 -5.41461
N 0.63103 4.64349 -4.25300
C 0.33294 -4.33605 4.48765
C -0.19734 3.47341 -4.15225
C -0.61175 -3.12470 4.27649
H 0.50256 -4.55551 5.53017
H -0.77695 -2.69825 3.27409
H 0.18679 2.70933 -3.41862
H 1.40028 4.62207 -4.92694
H -1.58690 -3.16512 4.80752
H 1.13514 4.82621 -3.40040
H -0.20884 -5.28172 4.35480
H 1.22883 -4.47260 3.90062
H -0.23612 3.24021 -6.15207
H -1.19161 3.72375 -3.75638
H -0.17049 -2.26081 4.84292
*
```

Okay, here come the natural (NBO) numbers, in e, for every atom: atom 1 (O): -0.73, atom 2 (N): -0.87, atom 3 (C): -0.63, atom 4 (C): 0.10, atom 5 (C): -0.62, atom 6 (H): 0.21, atom 7 (H): 0.21, atom 8 (H): 0.14, atom 9 (H): 0.37, atom 10 (H): 0.21, atom 11 (H): 0.37, atom 12 (H): 0.20, atom 13 (H): 0.22, atom 14 (H): 0.46, atom 15 (H): 0.15, atom 16 (H): 0.20


ORCA calculation (ωB97M-V/def2-TZVPD) on a 2-piece molecular cluster, C3H11NO overall at a distorted geometry.

Properties
SMILES = CCNC.O
HOMO energy = -8.4 eV
DFT total energy = -6826.1851 eV
Kohn-Sham gap = 9.406 eV

```
! wB97M-V def2-TZVPD RIJCOSX def2/J DEFGRID3
* xyz 0 1
O -1.34940 0.41550 2.56452
N 0.27590 0.00777 0.20843
C 0.65259 1.32596 0.65041
C 0.56947 -0.29768 -1.19834
C -0.21926 -1.52011 -1.60932
H -1.74337 -0.32289 2.09723
H 0.45843 -0.73862 0.85598
H 0.17558 0.60853 -1.67105
H 0.22637 -2.34458 -1.03507
H -0.24805 -1.84632 -2.64960
H -1.26266 -1.43624 -1.30632
H 1.64681 -0.31355 -1.40366
H 1.18795 1.32604 1.59675
H -0.14207 2.07708 0.73259
H -1.56899 1.29358 2.25055
H 1.34070 1.76554 -0.08311
*
```

Okay, here come the natural (NBO) numbers, in e, for every atom: atom 1 (O): -0.96, atom 2 (N): -0.66, atom 3 (C): -0.40, atom 4 (C): -0.21, atom 5 (C): -0.62, atom 6 (H): 0.49, atom 7 (H): 0.37, atom 8 (H): 0.18, atom 9 (H): 0.20, atom 10 (H): 0.22, atom 11 (H): 0.21, atom 12 (H): 0.17, atom 13 (H): 0.20, atom 14 (H): 0.16, atom 15 (H): 0.48, atom 16 (H): 0.18


ORCA calculation (ωB97M-V/def2-TZVPD) on a 2-piece molecular cluster, C3H11NO overall at a distorted geometry.

Properties
SMILES = CCNC.O
HOMO energy = -9.0 eV
DFT total energy = -6826.2271 eV
Kohn-Sham gap = 9.927 eV

```
! wB97M-V def2-TZVPD RIJCOSX def2/J DEFGRID3
* xyz 0 1
O 1.60654 2.39958 -1.80719
N -0.42691 -1.23904 0.96169
C -1.19896 1.13437 0.38115
C 0.61948 -2.16837 0.49153
C -0.58686 -0.20916 -0.02108
H 0.33667 0.13708 -0.50322
H 0.51728 -3.17021 0.89879
H -0.51646 1.62630 1.07926
H 1.19845 1.62297 -2.20896
H -2.18744 1.02521 0.82589
H 1.59730 -1.83842 0.86753
H 1.06837 2.44150 -1.00913
H -1.23223 1.82791 -0.46010
H -0.16167 -0.80203 1.83515
H -1.28072 -0.64897 -0.73952
H 0.64715 -2.13873 -0.59177
*
```

Okay, here come the natural (NBO) numbers, in e, for every atom: atom 1 (O): -0.92, atom 2 (N): -0.62, atom 3 (C): -0.61, atom 4 (C): -0.41, atom 5 (C): -0.22, atom 6 (H): 0.14, atom 7 (H): 0.20, atom 8 (H): 0.19, atom 9 (H): 0.46, atom 10 (H): 0.21, atom 11 (H): 0.18, atom 12 (H): 0.46, atom 13 (H): 0.21, atom 14 (H): 0.35, atom 15 (H): 0.18, atom 16 (H): 0.20


ORCA calculation (ωB97M-V/def2-TZVPD) on a 2-piece molecular cluster, C3H11NO overall at a distorted geometry.

Properties
SMILES = CCOC.N
HOMO energy = -9.5 eV
DFT total energy = -6825.1262 eV
Kohn-Sham gap = 10.208 eV

```
! wB97M-V def2-TZVPD RIJCOSX def2/J DEFGRID3
* xyz 0 1
O 0.42924 1.09731 -1.03534
N -1.77000 -4.01309 0.59698
C 0.65091 2.60995 0.72311
C 1.30385 1.94315 -0.49189
C -0.23105 -0.16731 -0.54036
H -2.19216 -4.71988 -0.09264
H -1.59184 -3.18760 0.04165
H 0.14778 1.80247 1.25624
H 0.31565 -1.02973 -0.79562
H -0.17082 3.26751 0.39371
H 1.36776 3.11653 1.31278
H -0.26429 -0.11012 0.58189
H 2.20267 1.37269 -0.18592
H -1.10279 -0.32491 -1.13977
H -0.79593 -4.35275 0.70449
H 1.70103 2.69580 -1.32930
*
```

Okay, here come the natural (NBO) numbers, in e, for every atom: atom 1 (O): -0.58, atom 2 (N): -1.05, atom 3 (C): -0.63, atom 4 (C): -0.02, atom 5 (C): -0.24, atom 6 (H): 0.36, atom 7 (H): 0.35, atom 8 (H): 0.20, atom 9 (H): 0.17, atom 10 (H): 0.21, atom 11 (H): 0.21, atom 12 (H): 0.18, atom 13 (H): 0.14, atom 14 (H): 0.20, atom 15 (H): 0.35, atom 16 (H): 0.18